1.
Computed, not measured: a molecular structure, C21H22N3O4STi, with wB97M-V/def2-TZVPD.

Its spin multiplicity is 2. The LUMO energy (spin up / spin down) comes out at 0.2 / 0.1 eV. As for the net charge: 0. The value obtained for the energy relative to the best compared isomer or geometry (same formula, charge and spin) is 0.0 kcal per mole.

Cartesian coordinates (Å):
Ti 1.012 1.603 -0.224
C 0.764 2.443 3.861
C 0.223 2.016 2.530
O 1.090 1.945 1.542
C -1.104 1.737 2.312
C -1.638 1.308 1.076
C -3.110 1.081 0.915
N -0.836 1.070 0.032
N -1.422 0.564 -1.111
C -0.540 0.450 -2.062
O 0.706 0.804 -1.835
C -0.943 -0.054 -3.380
C -0.035 -0.028 -4.437
C -0.417 -0.445 -5.701
C -1.709 -0.897 -5.927
C -2.616 -0.933 -4.874
C -2.240 -0.517 -3.610
H 1.097 3.482 3.813
H 1.634 1.840 4.130
H 0.009 2.347 4.638
H -1.791 1.868 3.135
H -3.655 1.396 1.802
H -3.306 0.025 0.718
H -3.473 1.634 0.048
H 0.971 0.331 -4.259
H 0.295 -0.406 -6.516
H -2.008 -1.219 -6.916
H -3.625 -1.285 -5.048
H -2.938 -0.539 -2.784
O -0.557 5.112 -1.702
C 0.137 4.262 -1.272
N 0.862 3.415 -0.831
C -1.100 -3.761 2.047
C -0.052 -2.697 1.882
C 0.340 -2.277 0.614
C 1.308 -1.297 0.455
C 1.901 -0.737 1.578
C 1.512 -1.126 2.851
C 0.544 -2.105 2.995
S 3.138 0.549 1.371
C 4.551 -0.599 1.267
O 2.965 0.993 -0.073
H -1.165 -4.385 1.157
H -2.081 -3.312 2.215
H -0.875 -4.402 2.900
H -0.117 -2.719 -0.262
H 1.635 -1.013 -0.537
H 1.966 -0.668 3.722
H 0.237 -2.411 3.988
H 4.423 -1.254 0.407
H 4.575 -1.178 2.189
H 5.460 -0.009 1.167

***

2.
Computed, not measured: C21H22N4 in the gas phase, with wB97M-V/def2-TZVPD.

The LUMO energy comes out at 0.5 eV. The SMILES is C/C(=N\N=C\c1c[nH]nc1-c1ccccc1)[C@H](C)Cc1ccccc1. As for the net charge: 0. The value obtained for the energy relative to the best compared isomer or geometry (same formula, charge and spin) is 10.8 kcal per mole.

Cartesian coordinates (Å):
C -1.708 1.852 -1.910
C -0.521 1.895 -1.002
N 0.240 0.849 -0.691
N -0.102 -0.393 -1.198
C 0.657 -1.353 -0.839
C 0.379 -2.745 -1.237
C -0.681 -3.191 -1.995
N -0.549 -4.545 -2.133
N 0.561 -4.985 -1.441
C 1.130 -3.932 -0.950
C 2.400 -3.996 -0.195
C 2.595 -5.000 0.772
C 3.794 -5.049 1.515
C 4.831 -4.167 1.175
C 4.632 -3.143 0.215
C 3.406 -3.026 -0.449
C -0.116 3.205 -0.386
C 1.365 3.453 -0.544
C -0.464 3.276 1.136
C -1.986 3.160 1.369
C -2.517 2.011 1.962
C -3.901 1.924 2.137
C -4.707 3.009 1.848
C -4.176 4.162 1.241
C -2.810 4.225 0.968
H -2.329 2.758 -1.792
H -1.399 1.784 -2.969
H -2.359 0.996 -1.647
H 1.496 -1.122 -0.180
H -1.488 -2.572 -2.388
H -1.141 -5.141 -2.694
H 1.803 -5.719 0.925
H 3.954 -5.873 2.176
H 5.816 -4.329 1.566
H 5.475 -2.495 0.003
H 3.244 -2.276 -1.188
H -0.690 3.994 -0.905
H 1.673 3.413 -1.584
H 1.573 4.489 -0.166
H 1.941 2.718 0.045
H 0.094 2.513 1.679
H -0.143 4.224 1.559
H -1.919 1.156 2.242
H -4.331 1.004 2.514
H -5.782 2.954 2.022
H -4.857 4.931 0.922
H -2.385 5.097 0.492

***

3.
Computed, not measured: 2 unconnected molecules or ions with the total composition C21H22N4O2S, with wB97M-V/def2-TZVPD.

The LUMO energy comes out at -1.2 eV. As for the net charge: 0. The value obtained for the energy relative to the best compared isomer or geometry (same formula, charge and spin) is 207.9 kcal per mole.

Cartesian coordinates (Å):
C -5.047 0.601 1.649
N -4.070 1.218 2.524
C -4.633 2.232 3.393
C -2.697 0.974 2.400
C -1.889 1.759 1.557
C -0.545 1.457 1.375
C 0.077 0.344 1.970
C 1.492 0.058 1.719
C 2.435 1.047 1.828
C 3.822 0.753 1.942
N 4.957 0.508 2.084
C 2.095 2.391 2.158
N 1.887 3.510 2.451
C -0.734 -0.402 2.867
C -2.074 -0.093 3.082
H -4.557 -0.132 0.992
H -5.820 0.088 2.241
H -5.554 1.356 1.024
H -3.848 2.682 4.017
H -5.129 3.028 2.813
H -5.397 1.787 4.052
H -2.344 2.611 1.049
H 0.051 2.116 0.753
H 1.817 -0.965 1.595
H -0.273 -1.200 3.440
H -2.678 -0.666 3.789
C 4.286 -0.388 -3.074
S 3.673 -0.263 -1.356
C 4.174 1.481 -1.168
C 1.954 -0.086 -1.377
C 1.072 -1.037 -1.980
C -0.152 -0.679 -2.641
C -0.992 -1.625 -3.185
C -0.640 -2.987 -3.124
N -1.614 -3.978 -3.426
O -1.298 -5.181 -3.261
O -2.753 -3.627 -3.817
C 0.619 -3.364 -2.607
C 1.457 -2.404 -2.082
H 4.043 -1.360 -3.502
H 3.878 0.415 -3.699
H 5.375 -0.307 -3.020
H 3.852 1.862 -0.204
H 5.264 1.528 -1.191
H 3.750 2.057 -1.993
H 1.686 0.976 -1.244
H -0.371 0.374 -2.786
H -1.944 -1.352 -3.640
H 0.882 -4.420 -2.611
H 2.452 -2.701 -1.775

***

4.
Computed, not measured: C21H22N4O2S in the gas phase, with wB97M-V/def2-TZVPD.

The LUMO energy comes out at 0.6 eV. The SMILES is Oc1c([C@@H](c2ccco2)N2CCC(Cc3ccccc3)CC2)sc2ncnn12. As for the net charge: 0. The value obtained for the energy relative to the best compared isomer or geometry (same formula, charge and spin) is 61.7 kcal per mole.

Cartesian coordinates (Å):
O 2.158 2.015 -2.672
C 2.505 1.771 -1.397
C 2.449 0.584 -0.743
C 1.912 -0.694 -1.339
C 2.916 -1.806 -1.290
C 3.811 -2.223 -0.346
C 4.477 -3.344 -0.900
C 3.938 -3.522 -2.135
O 2.998 -2.597 -2.379
N 0.624 -1.116 -0.809
C 0.614 -1.566 0.569
C -0.696 -2.299 0.847
C -1.914 -1.409 0.585
C -2.084 -0.329 1.668
C -3.360 0.439 1.476
C -4.580 -0.132 1.819
C -5.764 0.553 1.617
C -5.746 1.824 1.066
C -4.538 2.404 0.723
C -3.355 1.715 0.927
C -1.789 -0.819 -0.821
C -0.434 -0.153 -1.044
S 2.995 0.752 0.929
C 3.301 2.417 0.676
N 3.746 3.468 1.336
C 3.683 4.444 0.412
N 3.231 4.079 -0.772
N 2.984 2.776 -0.600
H 2.331 2.948 -2.865
H 1.741 -0.474 -2.402
H 3.984 -1.794 0.620
H 5.246 -3.926 -0.436
H 4.133 -4.241 -2.906
H 0.731 -0.731 1.279
H 1.449 -2.252 0.716
H -0.699 -2.655 1.879
H -0.747 -3.165 0.185
H -2.813 -2.036 0.612
H -1.238 0.357 1.654
H -2.101 -0.822 2.643
H -4.599 -1.121 2.254
H -6.704 0.096 1.891
H -6.670 2.360 0.908
H -4.515 3.396 0.296
H -2.415 2.178 0.659
H -2.586 -0.095 -0.999
H -1.891 -1.627 -1.548
H -0.335 0.730 -0.389
H -0.366 0.192 -2.079
H 3.980 5.450 0.622

***

What did the third record say?
Computed, not measured: 2 unconnected molecules or ions with the total composition C21H22N4O2S, with wB97M-V/def2-TZVPD.

The LUMO energy comes out at -1.2 eV. As for the net charge: 0. The value obtained for the energy relative to the best compared isomer or geometry (same formula, charge and spin) is 207.9 kcal per mole.

Cartesian coordinates (Å):
C -5.047 0.601 1.649
N -4.070 1.218 2.524
C -4.633 2.232 3.393
C -2.697 0.974 2.400
C -1.889 1.759 1.557
C -0.545 1.457 1.375
C 0.077 0.344 1.970
C 1.492 0.058 1.719
C 2.435 1.047 1.828
C 3.822 0.753 1.942
N 4.957 0.508 2.084
C 2.095 2.391 2.158
N 1.887 3.510 2.451
C -0.734 -0.402 2.867
C -2.074 -0.093 3.082
H -4.557 -0.132 0.992
H -5.820 0.088 2.241
H -5.554 1.356 1.024
H -3.848 2.682 4.017
H -5.129 3.028 2.813
H -5.397 1.787 4.052
H -2.344 2.611 1.049
H 0.051 2.116 0.753
H 1.817 -0.965 1.595
H -0.273 -1.200 3.440
H -2.678 -0.666 3.789
C 4.286 -0.388 -3.074
S 3.673 -0.263 -1.356
C 4.174 1.481 -1.168
C 1.954 -0.086 -1.377
C 1.072 -1.037 -1.980
C -0.152 -0.679 -2.641
C -0.992 -1.625 -3.185
C -0.640 -2.987 -3.124
N -1.614 -3.978 -3.426
O -1.298 -5.181 -3.261
O -2.753 -3.627 -3.817
C 0.619 -3.364 -2.607
C 1.457 -2.404 -2.082
H 4.043 -1.360 -3.502
H 3.878 0.415 -3.699
H 5.375 -0.307 -3.020
H 3.852 1.862 -0.204
H 5.264 1.528 -1.191
H 3.750 2.057 -1.993
H 1.686 0.976 -1.244
H -0.371 0.374 -2.786
H -1.944 -1.352 -3.640
H 0.882 -4.420 -2.611
H 2.452 -2.701 -1.775